[1]
C22H22InN4O5 as an isolated structure at a distorted geometry, computed with ωB97M-V/def2-TZVPD.

The value obtained for the energy above the lowest of the compared OMol25 structures with the same formula, charge and spin is 5.99 kcal/mol. For the gap between HOMO and LUMO, the calculation gives 0.2517 Ha. The electronic energy is -1635.7931 hartree. Its total charge is +3. The HOMO energy comes out at -17.5 eV. For the maximum force, the calculation gives 4.9 eV Å⁻¹.

The geometry in XYZ format:
```
54
C22H22InN4O5 ωB97M-V/def2-TZVPD
In 0.65 0.92 -2.51
O -1.39 -0.86 0.85
O -0.45 0.68 -0.48
O 3.49 -3.31 -0.51
O -5.38 1.57 -0.69
O 1.63 2.35 -5.13
N 1.91 2.49 -4.04
N 2.41 0.53 -1.20
N 4.61 -2.84 1.34
N 0.19 -1.29 -2.31
C -0.74 -0.50 -0.20
C 2.71 -0.68 -0.72
C 0.02 0.72 3.13
C 4.02 -2.50 0.20
C -4.91 2.27 0.16
C -2.79 2.81 1.58
C -1.58 2.45 2.30
C 0.32 -3.63 -2.79
C -3.13 4.23 1.49
C 4.99 -0.12 -0.22
C 4.75 1.09 -0.95
C -0.35 -3.98 -1.62
C -3.28 0.55 1.06
C -1.16 1.15 2.33
C -0.74 -2.92 -0.82
C -2.01 0.11 1.72
C -0.46 -1.60 -1.18
C -3.67 1.80 0.98
C 3.94 -1.04 -0.27
C 3.43 1.40 -1.33
C 0.59 -2.27 -3.12
C -3.95 -0.62 0.37
H -2.39 -0.38 2.56
H -5.40 3.24 0.31
H 5.05 -2.17 1.95
H 1.24 -2.00 -3.97
H -5.00 -0.77 0.70
H -1.28 -3.05 0.08
H 1.89 -1.44 -0.73
H -0.47 -5.00 -1.40
H 5.54 1.84 -1.13
H 5.92 -0.35 0.26
H 0.72 -4.39 -3.44
H -2.28 4.90 1.53
H -3.99 -0.48 -0.71
H -0.32 -0.14 3.69
H -3.73 4.51 0.64
H 3.22 2.44 -1.61
H -3.71 4.38 2.44
H 0.35 1.50 3.89
H 0.85 0.46 2.57
H -3.41 -1.49 0.59
H 4.61 -3.76 1.66
H -1.05 3.18 2.75
```

=====

[2]
C22H22N10O3Pd as an isolated structure at a distorted geometry, computed with ωB97M-V/def2-TZVPD.

For the gap between HOMO and LUMO (alpha / beta), the calculation gives 0.2127 / 0.0744 Ha. The electronic energy is -1752.1124 hartree. Its total charge is +2. The HOMO energy (alpha / beta) comes out at -13.4 / -12.3 eV. For the maximum force, the calculation gives 2.1 eV Å⁻¹.

The geometry in XYZ format:
```
58
C22H22N10O3Pd ωB97M-V/def2-TZVPD
Pd 1.08 -2.45 1.38
O -1.69 1.84 -2.22
O 5.11 -2.53 2.75
O 3.27 -2.57 1.59
N 1.51 1.88 1.89
N 2.19 1.76 0.75
N 3.09 -2.67 3.85
N 1.68 -2.83 3.79
N -2.82 2.22 -4.05
N 1.33 -0.19 1.13
N -0.96 -2.76 0.92
N -3.07 -2.30 0.70
N -1.76 2.99 -4.08
N -2.96 -3.61 0.53
C -5.47 -1.05 -3.01
C -1.07 2.76 -2.99
C 2.09 3.36 -1.12
C -1.86 -1.78 0.92
C 2.10 4.69 -3.14
C 3.81 -2.60 2.69
C -3.65 0.01 -1.21
C 0.20 3.32 -2.62
C 0.85 4.22 -3.47
C 2.73 4.25 -1.98
C -5.38 -1.56 -1.72
C 0.82 2.90 -1.44
C -4.47 -1.03 -0.81
C 1.01 0.70 2.11
C -4.33 -1.61 0.58
C -2.79 1.52 -2.95
C 2.81 2.91 0.14
C -4.64 -0.02 -3.42
C 2.08 0.51 0.29
C 5.87 -2.53 3.96
C -3.71 0.50 -2.51
C -1.69 -3.88 0.67
H 0.29 2.22 -0.79
H 1.24 -2.18 4.44
H -1.64 -0.75 1.08
H 2.61 5.39 -3.79
H 3.71 4.62 -1.73
H 5.66 -1.63 4.56
H 5.70 -3.43 4.55
H -6.19 -1.47 -3.70
H -1.30 -4.87 0.59
H -2.95 0.46 -0.51
H 3.85 2.68 -0.10
H 2.52 0.14 -0.61
H -4.68 0.37 -4.42
H -4.36 -0.81 1.33
H 1.41 -3.79 4.03
H 6.90 -2.51 3.64
H 0.40 0.47 2.96
H -5.12 -2.33 0.79
H 2.78 3.71 0.88
H 0.36 4.54 -4.38
H 3.54 -2.85 4.73
H -6.03 -2.37 -1.42
```

=====

[3]
One molecule with the formula C22H22N2O2 at a distorted geometry, computed with ωB97M-V/def2-TZVPD.

The value obtained for the energy above the lowest of the compared OMol25 structures with the same formula, charge and spin is 119.80 kcal/mol. For the gap between HOMO and LUMO, the calculation gives 0.2836 Ha. The electronic energy is -1111.3909 hartree. The HOMO energy comes out at -7.3 eV. The SMILES is CCOC(=O)[C@H](C#N)[C@H](c1ccc(C)cc1)c1c(C)[nH]c2ccccc12. For the maximum force, the calculation gives 5.3 eV Å⁻¹.

The geometry in XYZ format:
```
48
C22H22N2O2 ωB97M-V/def2-TZVPD
O -2.82 2.37 1.31
O -1.47 3.05 -0.36
N 1.46 3.02 0.88
N -1.44 -0.73 -2.81
C 1.11 -0.71 1.11
C -5.11 3.16 1.60
C 0.05 0.05 0.44
C -2.91 -0.16 -0.95
C 0.63 2.24 0.83
C -0.54 1.47 1.25
C 0.66 -0.73 -1.96
C 2.05 -0.89 -2.06
C -1.55 -0.34 -1.49
C -3.85 3.27 0.78
C 0.43 -1.30 -4.37
C -1.63 2.43 0.66
C -0.26 -0.28 -0.96
C 4.64 -2.55 2.83
C 1.63 -0.25 2.32
C 1.53 -2.01 0.71
C 3.35 -1.98 2.33
C 1.82 -1.45 -4.43
C -0.11 -1.00 -3.12
C 2.60 -1.27 -3.29
C 2.77 -0.83 2.86
C 2.65 -2.61 1.28
H -5.03 3.72 2.54
H 5.41 -2.57 2.05
H -2.93 -0.35 0.14
H -5.39 2.13 1.81
H -5.91 3.62 1.02
H 3.29 -0.35 3.72
H -0.70 1.47 2.38
H -4.02 2.94 -0.25
H -2.21 -0.79 -3.47
H 2.67 -0.70 -1.17
H -0.98 0.10 1.03
H 1.19 0.61 2.85
H -3.66 -0.82 -1.41
H 5.02 -1.94 3.64
H -3.45 4.29 0.78
H 4.54 -3.57 3.20
H -0.24 -1.37 -5.22
H 3.03 -3.57 0.89
H 2.27 -1.69 -5.38
H 0.98 -2.59 -0.07
H 3.68 -1.41 -3.36
H -3.25 0.88 -1.13
```

=====

[4]
One molecule with the formula C22H22N2O7, computed with ωB97M-V/def2-TZVPD.

The value obtained for the energy above the lowest of the compared OMol25 structures with the same formula, charge and spin is 3.21 kcal/mol. For the gap between HOMO and LUMO, the calculation gives 0.2761 Ha. The electronic energy is -1487.7315 hartree. The HOMO energy comes out at -8.2 eV. The SMILES is COc1ccc(CN2C(=O)NC(=O)/C(=C/c3cc(OC)c(OC)c(OC)c3)C2=O)cc1. For the maximum force, the calculation gives 1.0 eV Å⁻¹.

The geometry in XYZ format:
```
53
C22H22N2O7 ωB97M-V/def2-TZVPD
O -3.12 -4.40 0.99
O -5.85 -0.87 0.32
O 3.91 0.09 -0.07
O 3.96 -2.75 -0.18
O 1.51 1.36 0.47
O -0.10 4.22 0.92
O -1.75 -0.77 -1.59
N -3.73 -0.70 -0.50
N -4.47 -2.64 0.55
C -2.14 -2.43 0.07
C -2.47 -1.25 -0.74
C 2.76 -2.09 -0.02
C -3.99 0.62 -1.07
C 1.60 0.01 0.31
C -1.79 2.63 1.26
C 5.08 -0.40 -0.69
C 0.35 -2.06 0.24
C 0.70 4.99 0.06
C -1.22 3.22 -1.00
C 2.53 2.04 1.18
C -3.24 -3.27 0.56
C 2.80 -0.68 0.06
C -0.87 -2.81 0.37
C 0.39 -0.68 0.37
C -2.96 1.60 -0.57
C 3.95 -4.15 -0.31
C -2.18 2.33 -1.45
C -2.75 1.76 0.79
C -1.02 3.37 0.37
C -4.75 -1.35 0.14
C 1.55 -2.76 0.09
H -0.49 -0.10 0.55
H -5.00 0.90 -0.76
H 3.34 2.35 0.52
H 0.09 5.67 -0.55
H -5.24 -3.16 0.95
H 5.62 -1.10 -0.05
H 4.86 -0.87 -1.65
H 2.94 1.43 1.99
H 4.99 -4.43 -0.46
H 3.57 -4.64 0.59
H 1.34 5.58 0.71
H 3.36 -4.47 -1.18
H 5.70 0.49 -0.86
H -1.62 2.76 2.32
H -0.64 3.77 -1.72
H -3.95 0.55 -2.16
H 1.52 -3.83 0.03
H 2.04 2.92 1.60
H 1.31 4.36 -0.59
H -3.35 1.20 1.50
H -0.78 -3.80 0.82
H -2.32 2.21 -2.52
```

=====

[5]
One molecule with the formula C22H22N4O3, computed with ωB97M-V/def2-TZVPD.

The value obtained for the energy above the lowest of the compared OMol25 structures with the same formula, charge and spin is 7.57 kcal/mol. For the gap between HOMO and LUMO, the calculation gives 0.3159 Ha. The electronic energy is -1296.3658 hartree. The HOMO energy comes out at -8.2 eV. The SMILES is Cc1ccccc1NC(=O)Cn1c(C)nc2ccc(NC(=O)C3CC3)cc2c1=O. For the maximum force, the calculation gives 0.9 eV Å⁻¹.

The geometry in XYZ format:
```
51
C22H22N4O3 ωB97M-V/def2-TZVPD
O 0.02 3.35 2.83
O -0.76 1.01 -0.77
O -0.63 -2.84 -3.28
N 1.65 -2.91 -3.20
N 3.20 1.52 -0.22
N -1.46 1.96 1.78
N 0.99 2.25 -0.04
C 1.02 -0.90 -1.96
C 2.79 0.45 -0.96
C -0.65 -5.62 -4.20
C 0.45 1.14 -0.69
C -3.24 -0.06 4.99
C -3.20 1.32 4.99
C 3.74 -0.45 -1.47
C 1.43 0.21 -1.22
C -2.71 -0.76 3.91
C 1.97 -1.78 -2.45
C -2.63 2.04 3.94
C 2.82 3.50 1.04
C 0.48 -4.63 -4.38
C 2.34 2.36 0.21
C 0.04 3.25 0.42
C -2.13 -0.07 2.87
C -0.58 -4.81 -5.45
C 0.41 -3.37 -3.57
C 3.33 -1.54 -2.20
C -0.47 2.87 1.83
C -2.67 3.54 3.95
C -2.07 1.32 2.89
H -1.40 -5.35 -3.48
H 1.47 -5.02 -4.58
H -1.60 1.50 0.88
H -3.64 1.87 5.81
H -3.69 -0.59 5.81
H -3.35 3.90 4.71
H 4.78 -0.27 -1.27
H -2.75 -1.84 3.89
H -2.99 3.91 2.98
H 3.87 3.33 1.27
H 4.07 -2.23 -2.59
H -0.40 -6.67 -4.24
H 0.51 4.23 0.46
H -1.29 -4.00 -5.56
H 2.25 3.58 1.96
H 2.74 4.44 0.49
H -0.80 3.26 -0.28
H -0.03 -1.06 -2.13
H 2.45 -3.45 -3.50
H -1.67 3.94 4.14
H -0.28 -5.28 -6.37
H -1.72 -0.60 2.02
```

=====

[6]
C22H23As2N2NaO12S as an isolated structure, computed with ωB97M-V/def2-TZVPD.

The value obtained for the energy above the lowest of the compared OMol25 structures with the same formula, charge and spin is 1.19 kcal/mol. For the gap between HOMO and LUMO, the calculation gives 0.1699 Ha. The electronic energy is -6896.5878 hartree. The HOMO energy comes out at -6.2 eV. For the maximum force, the calculation gives 0.5 eV Å⁻¹.

The geometry in XYZ format:
```
63
C22H23As2N2NaO12S ωB97M-V/def2-TZVPD
As -1.29 -2.60 -1.74
As -0.92 0.48 -0.40
S 3.58 -1.17 2.13
Na 1.99 1.91 -0.52
O 0.38 -2.17 1.86
O -3.37 -0.24 2.34
O -4.06 0.87 0.57
O 1.18 -1.46 -2.96
O 0.25 3.80 -0.59
O -0.56 -3.98 0.95
O 1.64 0.60 -2.28
O -0.30 5.94 -0.57
O -4.34 -3.19 -1.37
O 4.27 2.02 -0.17
O -4.59 -2.54 0.76
O 6.12 3.15 0.38
N 1.73 -0.47 0.20
N 2.80 4.23 -0.12
C 0.03 -2.75 0.83
C 4.65 5.55 0.60
C -3.94 -2.55 -0.26
C 0.18 -2.31 -0.51
C 4.82 3.05 0.11
C 4.08 4.35 0.20
C 1.20 -0.52 -2.05
C 2.48 6.53 0.33
C -1.64 -4.52 -1.66
C 1.63 -1.09 -4.27
C -0.45 1.12 1.41
C -5.61 -3.84 -1.27
C -2.64 -1.36 2.88
C -0.67 -4.47 2.27
C 2.53 -0.84 1.00
C 3.82 6.66 0.66
C -3.36 0.00 1.03
C 0.65 -0.91 -0.67
C -2.38 -0.72 0.15
C -2.63 -1.88 -0.47
C 0.58 4.94 -0.43
C 2.01 5.28 -0.06
H 0.00 0.32 2.00
H -0.68 -5.02 -1.79
H -2.71 -1.25 3.96
H 2.68 -0.84 -4.25
H -3.12 -2.28 2.57
H -1.60 -1.35 2.57
H 1.83 7.40 0.40
H -5.81 -4.25 -2.25
H 1.45 -1.96 -4.89
H -6.38 -3.14 -0.97
H -1.29 -3.82 2.89
H 5.70 5.61 0.85
H -1.36 1.48 1.89
H 6.51 2.27 0.33
H -2.06 -4.83 -0.71
H 0.11 6.80 -0.46
H 0.23 1.97 1.34
H 1.06 -0.23 -4.63
H -2.31 -4.78 -2.48
H -1.12 -5.46 2.19
H 0.31 -4.55 2.75
H 4.22 7.62 0.97
H -5.56 -4.64 -0.53
```

=====

[7]
C22H23B2F4LuN7O6S as an isolated structure at a distorted geometry, computed with ωB97M-V/def2-TZVPD.

The value obtained for the energy above the lowest of the compared OMol25 structures with the same formula, charge and spin is 33.68 kcal/mol. For the gap between HOMO and LUMO, the calculation gives 0.2734 Ha. The electronic energy is -3769.8622 hartree. Its total charge is +1. The HOMO energy comes out at -11.4 eV. For the maximum force, the calculation gives 4.7 eV Å⁻¹.

The geometry in XYZ format:
```
66
C22H23B2F4LuN7O6S ωB97M-V/def2-TZVPD
Lu 0.10 -0.21 0.69
S 0.04 -0.57 -5.06
F 2.08 3.79 0.30
F 0.51 4.16 -1.36
F 1.25 -3.03 3.86
F 0.04 -2.00 1.95
O -0.92 0.43 -1.32
O -0.27 3.08 0.40
O -3.70 -1.71 1.61
O 2.52 -1.93 2.16
O 1.41 2.09 -1.17
O 0.96 -0.72 3.71
N -4.59 -0.79 -0.22
N -0.29 2.01 1.25
N -2.29 -0.38 0.27
N 1.76 1.05 -0.31
N 0.40 -2.21 -1.38
N 2.33 -1.05 1.08
N 0.54 0.31 2.83
C 0.70 -3.42 -0.85
C -0.45 1.45 -3.50
C -0.09 -3.37 -3.45
C -3.28 0.29 -1.88
C -0.36 1.09 -4.84
C -0.95 3.64 2.94
C 3.35 -0.32 0.73
C 4.04 1.38 -1.20
C 3.04 0.84 -0.19
C -0.02 -2.16 -2.70
C 0.67 -4.62 -1.56
C -0.33 2.38 2.53
C -0.61 0.36 -2.69
C -0.28 -0.88 -3.37
C 0.39 1.50 3.36
C 0.76 1.85 4.78
C -5.95 -1.16 0.19
C -4.50 -0.20 -1.45
C 4.71 -0.59 1.25
C -3.50 -1.02 0.61
C 0.31 -4.58 -2.90
C -2.22 0.07 -0.95
B 1.25 -2.01 2.95
B 0.96 3.24 -0.47
H 4.66 -0.26 2.30
H -0.59 -3.28 -4.38
H -0.19 4.43 2.94
H 3.43 2.16 -1.72
H 4.93 1.95 -0.65
H -3.10 0.80 -2.78
H 4.43 0.55 -1.80
H -1.78 3.88 2.27
H -5.98 -1.11 1.30
H -0.48 2.44 -3.03
H -0.36 1.74 -5.72
H -6.25 -2.17 -0.07
H 1.05 -3.50 0.22
H 1.84 1.77 5.04
H -6.74 -0.47 -0.12
H 0.97 -5.49 -1.03
H 5.44 -0.04 0.65
H 0.31 -5.49 -3.53
H -5.45 -0.10 -2.03
H 0.55 2.96 4.85
H 4.99 -1.68 1.17
H 0.20 1.27 5.52
H -1.40 3.55 3.99
```

=====

[8]
C22H23BF7N7NiO2Se as an isolated structure at a distorted geometry, computed with ωB97M-V/def2-TZVPD.

The value obtained for the energy above the lowest of the compared OMol25 structures with the same formula, charge and spin is 42.49 kcal/mol. For the gap between HOMO and LUMO (alpha / beta), the calculation gives 0.2209 / 0.2209 Ha. The electronic energy is -6019.7102 hartree. The HOMO energy (alpha / beta) comes out at -5.8 / -5.8 eV. For the maximum force, the calculation gives 1.2 eV Å⁻¹.

The geometry in XYZ format:
```
64
C22H23BF7N7NiO2Se ωB97M-V/def2-TZVPD
Se -0.35 -1.33 -0.42
Ni -1.00 1.07 0.74
F -2.71 2.37 -1.06
F 1.32 -3.98 -0.78
F 0.71 -6.26 -2.04
F -1.04 1.46 -2.33
F -3.41 -4.44 -3.38
F -1.66 -6.52 -3.36
F -2.85 -2.17 -2.12
O -0.45 2.88 -0.49
O 1.14 3.95 -1.62
N -0.85 2.12 2.75
N -2.65 0.18 1.47
N -2.04 0.38 3.76
N 3.16 0.32 -3.22
N 2.50 -1.46 -1.93
N 0.96 -0.42 -3.27
N 1.37 1.23 0.63
C -0.75 -2.98 -1.36
C 0.63 3.50 4.02
C 1.71 1.84 -0.64
C -2.25 -4.33 -2.73
C -0.02 3.17 2.86
C -4.07 -0.71 3.18
C 4.13 1.04 -0.97
C -0.16 -5.25 -2.04
C 2.20 -0.53 -2.83
C 0.41 2.70 5.14
C 4.37 0.58 -2.42
C -1.94 -3.16 -2.06
C -3.54 -0.28 0.56
C 0.78 3.02 -0.96
C -4.69 -0.95 0.89
C -0.46 1.64 5.05
C 3.17 2.23 -0.85
C -2.92 -0.02 2.75
C -1.36 -5.39 -2.72
C 0.12 -4.07 -1.39
C -1.10 1.40 3.82
C -4.95 -1.17 2.24
B -1.42 1.91 -1.08
H 0.91 2.90 6.07
H -5.85 -1.70 2.55
H 3.78 0.21 -0.36
H 1.73 -1.96 -1.48
H -3.26 -0.10 -0.47
H -4.24 -0.86 4.24
H 3.24 2.85 -1.75
H -2.24 -0.04 4.65
H -0.67 1.01 5.91
H -5.36 -1.29 0.11
H 1.29 4.36 4.05
H 5.11 1.31 -0.58
H 0.67 0.46 -3.67
H 1.39 1.12 -1.39
H 3.47 2.88 -0.02
H 0.24 -0.82 -2.63
H 4.90 1.36 -2.96
H 0.10 3.75 1.95
H 3.44 -1.80 -1.84
H 5.01 -0.30 -2.44
H 1.75 1.75 1.41
H 2.87 1.06 -3.84
H 1.69 0.27 0.68
```

=====

Q: Which of these has the highest maximum force?
A: C22H22N2O2

=====

Q: electronic energy of number 2 (C22H22N10O3Pd)?
A: -1752.1124 hartree

=====

Q: Look up the maximum force of the fifth one.
A: 0.9 eV Å⁻¹

=====

Q: The lowest maximum force belongs to which entry?
A: C22H23As2N2NaO12S